(1)
The following is a quantum chemistry calculation of C27H45HgOSi4Te as an isolated structure in a non-equilibrium geometry, from OMol25.

```
79
Properties=species:S:1:pos:R:3:lowdin_charge:R:1
C 0.780 -2.009 -0.156 -0.373
C -0.697 -2.300 -0.172 -0.411
C -1.046 -2.369 -1.549 -0.181
H -1.615 -2.051 0.438 0.006
C 0.145 -2.425 -2.369 -0.217
C 1.271 -2.125 -1.495 -0.256
H 2.331 -2.157 -1.791 0.092
H 1.555 -1.836 0.594 0.034
H -2.088 -2.349 -1.966 0.114
H 0.210 -2.849 -3.419 0.107
C -1.126 2.200 -1.740 -0.179
C -1.097 2.082 -0.323 -0.390
C 0.440 1.994 0.087 -0.482
H -2.070 1.688 0.156 0.023
C 1.129 2.175 -1.144 -0.244
C 0.221 2.395 -2.241 -0.199
H 0.449 2.846 -3.243 0.128
H -2.083 2.297 -2.340 0.126
H 1.052 2.352 0.989 0.072
H 2.211 2.196 -1.190 0.090
Hg 0.502 0.006 -2.342 1.198
O -1.004 0.348 -4.059 -0.378
C -1.214 -0.756 -4.752 -0.532
C -0.014 -1.042 -5.655 -0.167
H -1.461 -1.759 -4.312 0.060
H -2.060 -0.378 -5.404 0.105
H 0.785 -1.723 -5.270 0.037
H 0.969 -2.044 -7.800 0.087
C 0.780 -0.974 -7.936 -0.099
C 0.246 -0.281 -6.798 -0.299
C -0.080 1.129 -6.935 -0.066
H -0.454 1.651 -6.040 0.084
C 0.129 1.764 -8.151 -0.155
H -0.093 2.830 -8.252 0.078
C 0.624 1.044 -9.257 -0.180
H 0.774 1.547 -10.216 0.062
C 0.934 -0.324 -9.146 -0.161
H 1.303 -0.894 -9.998 0.077
C -0.078 3.493 2.753 -0.196
Si -1.051 2.060 3.432 0.290
C -0.977 2.023 5.301 -0.261
C -2.824 2.132 2.871 -0.197
Si -0.015 -0.022 3.409 0.381
Te -0.583 0.046 0.771 1.364
Si 2.297 -0.146 3.354 0.327
C 2.302 -0.109 5.232 -0.255
C 3.079 -1.728 2.752 -0.196
C 3.170 1.333 2.633 -0.196
Si -1.292 -1.962 3.423 0.292
C -1.214 -1.912 5.293 -0.256
C -3.037 -1.767 2.816 -0.204
C -0.436 -3.452 2.726 -0.184
H -0.610 4.365 3.158 0.042
H -0.090 3.555 1.660 0.010
H 0.963 3.508 3.098 0.027
H -1.461 2.975 5.558 0.027
H -1.546 1.183 5.722 0.018
H 0.053 2.004 5.680 0.017
H -2.942 2.197 1.785 0.010
H -3.425 1.299 3.258 0.023
H -3.173 3.075 3.321 0.040
H 1.776 -0.971 5.664 0.019
H 3.372 -0.168 5.469 0.028
H 1.877 0.820 5.634 0.016
H 3.153 -1.794 1.661 0.023
H 4.099 -1.674 3.164 0.038
H 2.578 -2.625 3.137 0.025
H 3.175 1.345 1.536 0.034
H 2.786 2.291 3.006 0.020
H 4.211 1.206 2.969 0.037
H -1.694 -1.016 5.710 0.020
H -1.796 -2.811 5.540 0.029
H -0.188 -2.003 5.673 0.020
H -3.148 -1.764 1.728 0.019
H -3.503 -2.681 3.215 0.039
H -3.534 -0.884 3.238 0.024
H -0.427 -3.482 1.631 0.005
H 0.585 -3.573 3.103 0.026
H -1.068 -4.265 3.112 0.041
```

Computed properties:
HOMO energy (spin up / spin down): -1.0 / -1.0 eV
Total charge: -1
Frontier orbital gap (spin up / spin down): 2.79 / 2.83 eV
Energy above the lowest of the compared OMol25 structures with the same formula, charge and spin: 7.275 eV

---

(2)
The following is a quantum chemistry calculation of C27H45MnNOP2Si as an isolated structure in a non-equilibrium geometry, from OMol25.

```
78
Properties=species:S:1:pos:R:3:mulliken_spin:R:1
Mn -0.029 0.041 0.418 0.834
C 3.392 -2.068 -0.099 -0.003
C 3.148 -0.882 -1.033 0.004
C 2.508 -1.345 -2.343 0.009
P 2.120 0.424 -0.254 -0.055
C 3.151 1.342 0.962 0.003
C 2.510 2.696 1.272 0.006
C 3.419 0.543 2.239 -0.001
C 1.718 1.615 -1.572 0.040
C 2.646 2.266 -2.359 -0.017
C 2.220 3.107 -3.387 0.045
C 0.861 3.284 -3.642 -0.018
C -0.090 2.655 -2.864 0.058
C 0.336 1.838 -1.801 -0.045
N -0.503 1.127 -0.975 0.098
C -1.916 1.131 -1.013 -0.035
C -2.695 2.287 -1.095 0.026
C -4.071 2.174 -1.008 -0.007
C -4.675 0.930 -0.844 0.026
C -3.903 -0.219 -0.741 -0.025
C -2.518 -0.135 -0.805 0.064
P -1.343 -1.523 -0.745 -0.022
C -1.395 -2.183 -2.470 -0.006
C -0.935 -1.143 -3.485 -0.006
C -0.690 -3.526 -2.650 -0.003
C -1.904 -2.850 0.401 -0.002
C -0.679 -3.687 0.816 -0.003
C -2.604 -2.310 1.641 0.002
H 3.891 -2.860 -0.659 0.000
H 2.450 -2.474 0.281 0.002
H 4.029 -1.819 0.746 0.000
H 4.100 -0.383 -1.248 -0.002
H 1.528 -1.809 -2.148 -0.002
H 3.143 -2.099 -2.810 0.000
H 2.375 -0.534 -3.059 0.000
H 4.098 1.505 0.435 -0.001
H 1.505 2.567 1.675 -0.004
H 2.457 3.344 0.398 -0.001
H 3.104 3.206 2.031 0.001
H 2.491 0.368 2.783 0.002
H 4.086 1.123 2.878 0.000
H 3.895 -0.417 2.057 0.000
H 3.707 2.118 -2.193 0.000
H 2.953 3.608 -4.008 0.001
H 0.544 3.914 -4.463 0.000
H -1.138 2.777 -3.091 0.001
H -2.230 3.259 -1.183 0.000
H -4.683 3.065 -1.064 0.000
H -5.754 0.859 -0.800 0.001
H -4.386 -1.183 -0.630 0.000
H -2.472 -2.345 -2.606 -0.003
H 0.125 -0.901 -3.365 0.003
H -1.516 -0.222 -3.422 0.001
H -1.070 -1.548 -4.489 0.000
H 0.384 -3.468 -2.432 0.001
H -0.798 -3.838 -3.690 0.000
H -1.127 -4.305 -2.034 0.000
H -2.598 -3.469 -0.174 -0.001
H -0.035 -3.108 1.485 0.001
H -0.081 -4.026 -0.023 0.000
H -1.013 -4.569 1.364 0.000
H -1.957 -1.623 2.179 0.001
H -2.827 -3.142 2.310 0.000
H -3.541 -1.799 1.417 0.000
C -0.575 -0.531 4.753 0.001
Si -0.676 0.901 3.577 -0.004
C 0.347 2.341 4.148 0.002
C -2.415 1.440 3.182 0.005
O -0.039 0.317 2.091 0.028
H -0.959 -0.235 5.734 0.000
H 0.460 -0.854 4.891 0.000
H -1.157 -1.390 4.420 0.000
H -0.048 2.683 5.110 0.000
H 0.295 3.188 3.461 -0.001
H 1.396 2.081 4.305 0.000
H -2.890 1.873 4.067 0.000
H -3.044 0.612 2.846 0.000
H -2.414 2.211 2.405 0.001
```

Computed properties:
HOMO energy (spin up / spin down): -14.3 / -14.5 eV
2S+1: 2
Total charge: +2
Expectation value of S²: 0.850
Frontier orbital gap (spin up / spin down): 6.61 / 6.47 eV
Energy above the lowest of the compared OMol25 structures with the same formula, charge and spin: 0.070 eV

---

(3)
The following is a quantum chemistry calculation of C27H45N4RbSi2 as an isolated structure, from OMol25.

```
79
Properties=species:S:1:pos:R:3:lowdin_charge:R:1
Rb -0.192 0.132 -0.246 0.601
C -3.476 -2.290 0.813 -0.040
C -2.366 -2.624 1.778 -0.373
C -2.613 -3.404 2.905 -0.099
C -1.532 -3.669 3.748 -0.129
C -0.287 -3.167 3.459 -0.065
C -0.084 -2.370 2.284 -0.492
N -1.168 -2.142 1.473 0.068
N 1.065 -1.816 1.913 -0.084
Si 2.620 -2.062 2.513 0.329
C 3.129 -3.894 2.568 -0.181
C 3.839 -1.205 1.377 -0.172
C 2.918 -1.377 4.260 -0.189
H -4.428 -2.178 1.335 0.068
H -3.591 -3.089 0.075 0.076
H -3.250 -1.369 0.276 0.045
H -3.609 -3.772 3.118 0.081
H -1.674 -4.266 4.645 0.086
H 0.548 -3.350 4.125 0.070
H 3.139 -4.295 1.550 0.004
H 2.427 -4.493 3.154 0.007
H 4.130 -4.026 2.991 0.013
H 3.790 -1.640 0.375 0.017
H 4.867 -1.301 1.742 0.019
H 3.606 -0.143 1.262 0.021
H 2.295 -1.874 5.009 0.005
H 2.669 -0.312 4.275 0.019
H 3.964 -1.484 4.563 0.011
C 2.598 5.295 -2.219 -0.243
Si 2.035 3.604 -1.474 0.271
C 1.158 2.798 -2.960 -0.199
C 0.697 4.180 -0.243 -0.211
C 3.167 2.476 -0.700 -0.283
H 1.764 5.854 -2.664 -0.001
H 3.351 5.130 -2.996 -0.004
H 3.054 5.921 -1.444 -0.003
H 0.165 3.220 -3.140 0.011
H 1.038 1.731 -2.765 -0.011
H 1.743 2.911 -3.879 0.011
H -0.125 4.715 -0.730 0.016
H 1.136 4.843 0.511 0.014
H 0.288 3.316 0.286 -0.011
H 3.620 2.723 0.262 -0.101
H 3.784 1.811 -1.306 -0.098
C -1.965 3.539 3.058 -0.091
C -2.538 3.527 1.797 -0.074
C -2.671 2.313 1.137 -0.152
N -2.273 1.157 1.666 0.023
C -1.720 1.175 2.876 -0.148
C -1.546 2.339 3.612 -0.073
H -1.826 4.471 3.592 0.096
H -2.844 4.444 1.311 0.099
H -3.063 2.245 0.126 0.086
H -1.380 0.214 3.254 0.106
H -1.072 2.302 4.584 0.095
C -4.382 0.296 -4.115 -0.141
C -3.161 0.934 -3.418 -0.603
C -3.391 2.443 -3.322 -0.138
C -2.807 0.359 -2.054 -0.276
H -4.577 0.719 -5.114 0.045
H -5.275 0.446 -3.497 0.057
H -4.235 -0.782 -4.219 0.051
H -2.306 0.782 -4.097 0.102
H -4.218 2.642 -2.628 0.062
H -3.650 2.894 -4.288 0.054
H -2.501 2.936 -2.926 0.050
H -2.739 -0.745 -2.131 -0.034
H -3.665 0.542 -1.371 -0.029
C 2.784 -4.039 -2.721 -0.097
C 2.729 -2.866 -3.457 -0.082
C 1.964 -1.816 -2.970 -0.137
N 1.278 -1.880 -1.833 0.015
C 1.335 -3.009 -1.128 -0.142
C 2.074 -4.113 -1.534 -0.070
H 3.375 -4.880 -3.065 0.094
H 3.274 -2.758 -4.386 0.092
H 1.904 -0.875 -3.508 0.109
H 0.790 -3.004 -0.190 0.077
H 2.094 -5.004 -0.920 0.096
```

Computed properties:
HOMO energy: -0.1 eV
Total charge: -2
Frontier orbital gap: 3.99 eV
Energy above the lowest of the compared OMol25 structures with the same formula, charge and spin: 0.277 eV

---

(4)
The following is a quantum chemistry calculation of a 7-piece molecular cluster, C27H45N7O9 overall in a non-equilibrium geometry, from OMol25.

```
88
Properties=species:S:1:pos:R:3:lowdin_charge:R:1
O -51.706 -59.948 8.267 0.041
N -51.486 -60.766 7.353 -0.380
O -52.032 -61.830 7.186 0.058
C -50.893 -60.228 6.116 0.005
C -50.329 -58.645 6.222 0.147
C -49.604 -58.199 4.938 0.059
C -49.421 -59.138 3.670 -0.020
C -49.775 -60.498 3.540 -0.028
C -50.401 -61.114 4.866 0.094
H -50.289 -58.190 7.008 -0.062
H -49.416 -57.268 4.674 0.004
H -49.103 -58.620 2.856 0.020
H -49.609 -60.968 2.717 -0.028
H -50.883 -62.051 4.909 0.047
O -47.894 -56.638 8.206 0.014
N -48.542 -57.224 9.170 -0.314
O -48.761 -58.433 9.347 0.056
C -48.945 -56.423 10.353 -0.035
C -48.163 -55.081 10.580 0.007
C -48.559 -54.228 11.696 -0.025
C -49.491 -54.837 12.830 -0.051
C -49.901 -56.159 12.758 -0.092
C -49.871 -57.016 11.514 0.111
H -47.449 -54.725 9.738 0.123
H -48.069 -53.333 11.970 0.059
H -49.671 -54.194 13.683 0.084
H -50.467 -56.473 13.581 0.069
H -50.116 -57.931 11.504 0.004
C -48.581 -55.811 1.855 0.000
N -49.153 -54.738 2.780 -0.128
C -50.606 -54.482 2.901 -0.083
C -48.262 -54.036 3.478 -0.271
O -48.720 -53.105 4.263 -0.073
H -49.327 -56.350 1.139 0.136
H -48.078 -56.595 2.145 0.020
H -48.200 -55.439 1.120 -0.021
H -51.201 -53.611 2.443 0.088
H -50.904 -54.150 3.896 0.053
H -51.393 -55.480 2.570 0.165
H -47.326 -54.440 3.518 0.104
C -45.094 -64.162 4.610 -0.073
N -46.196 -64.193 3.711 -0.203
C -47.440 -63.625 4.216 -0.049
C -45.990 -64.164 2.368 -0.260
O -46.889 -63.773 1.545 -0.056
H -45.430 -64.199 5.635 0.089
H -44.572 -63.279 4.581 0.068
H -44.510 -65.085 4.462 0.108
H -47.122 -63.034 5.100 0.087
H -48.098 -64.384 4.585 0.075
H -48.143 -62.885 3.564 0.116
H -44.949 -64.496 2.169 0.140
C -55.479 -56.581 10.212 -0.016
N -54.034 -56.428 9.879 -0.170
C -53.364 -55.188 10.395 -0.053
C -53.369 -57.232 9.120 -0.396
O -52.297 -56.995 8.584 0.009
H -55.601 -57.504 10.841 0.096
H -56.018 -56.542 9.256 0.100
H -55.846 -55.809 10.820 0.057
H -53.674 -55.135 11.504 0.087
H -53.865 -54.216 10.073 0.083
H -52.147 -55.050 10.159 0.145
H -53.928 -57.983 8.928 0.075
C -53.793 -61.498 11.134 -0.029
N -55.144 -61.927 10.695 -0.179
C -55.130 -63.047 9.844 -0.072
C -56.171 -61.186 10.849 -0.440
O -57.262 -61.528 10.525 0.039
H -53.472 -60.784 10.420 0.057
H -53.093 -62.217 11.479 0.065
H -53.778 -61.019 12.266 0.140
H -56.129 -63.683 9.594 0.153
H -54.370 -63.690 9.993 0.035
H -54.849 -62.822 8.813 0.087
H -55.921 -60.178 11.270 0.135
C -49.170 -62.295 0.151 -0.016
N -49.119 -60.807 0.080 -0.172
C -47.760 -60.212 0.179 -0.033
C -50.262 -60.134 0.077 -0.231
O -50.174 -58.763 -0.043 -0.160
H -50.025 -62.712 -0.349 0.086
H -49.229 -62.398 1.312 0.108
H -48.396 -62.727 -0.228 0.006
H -47.566 -59.814 -0.763 0.061
H -46.822 -60.637 0.531 0.088
H -47.537 -59.295 0.827 0.100
H -51.205 -60.794 0.059 0.158
```

Computed properties:
HOMO energy: -9.1 eV
Total charge: 0
Frontier orbital gap: 7.92 eV
Structure (SMILES): O=[N+]([O-])c1ccccc1.O=[N+]([O-])c1ccccc1.CN(C)C=O.CN(C)C=O.CN(C)C=O.CN(C)C=O.CN(C)C=O
Energy above the lowest of the compared OMol25 structures with the same formula, charge and spin: 21.964 eV